A cluster of 11 separate species, C10H36N10O22P2S in total, computed with the ωB97M-V functional and the def2-TZVPD basis.

Positions of all 81 atoms, in Å:
O 0.95181 -1.26663 2.70387
P 0.14261 0.10697 2.96808
O 0.34373 0.96318 1.59039
P -2.17029 -0.33188 3.15100
S 0.80953 0.95338 4.56152
H 0.74745 -1.73087 1.87980
H -0.47781 1.02743 1.08378
H -1.82245 -1.58390 3.70866
H -2.32462 -0.21978 1.74267
H -2.19445 0.84368 3.93399
H -3.59333 -0.58224 3.29671
C 2.28048 -1.32372 -1.11711
N 0.97213 -2.04328 -1.10306
O 0.39737 -2.24158 -2.14909
O 0.55327 -2.39694 -0.01386
H 2.54451 -1.08347 -2.14048
H 2.15550 -0.42901 -0.50761
H 3.00030 -1.98047 -0.63740
C 1.79884 -0.33909 7.87270
N 1.46259 1.08781 8.13362
O 0.66953 1.34245 9.01638
O 2.00517 1.90699 7.42018
H 1.24395 -0.95782 8.56711
H 1.52574 -0.53517 6.83861
H 2.87371 -0.43771 8.00171
C -1.05652 -3.01867 -4.69626
N -2.03970 -2.94023 -5.80566
O -3.11234 -2.41558 -5.59140
O -1.70061 -3.39207 -6.88416
H -1.50292 -2.58502 -3.81102
H -0.80695 -4.06669 -4.55608
H -0.17602 -2.47017 -5.01816
C 2.74649 3.10091 0.70903
N 3.83886 2.09454 0.79960
O 4.98043 2.47970 0.64408
O 3.52880 0.94270 1.03924
H 3.20822 4.05889 0.49683
H 2.08986 2.78203 -0.09401
H 2.23189 3.09203 1.66625
C -4.43391 -4.74684 -7.75128
N -5.81561 -5.30262 -7.74623
O -6.41627 -5.34224 -8.80018
O -6.24863 -5.67831 -6.67648
H -4.18602 -4.47322 -8.77013
H -4.42268 -3.89256 -7.07985
H -3.77419 -5.52104 -7.37015
C -2.97182 -2.27523 7.71122
N -1.49964 -2.12238 7.54457
O -0.77455 -2.81360 8.22996
O -1.12287 -1.30021 6.73469
H -3.15048 -3.03365 8.46384
H -3.35787 -1.30286 8.00425
H -3.37609 -2.55395 6.74195
C 3.02469 2.25745 -4.45701
N 2.82495 2.55734 -3.01329
O 2.93746 3.70566 -2.64394
O 2.56260 1.61565 -2.28583
H 3.25020 3.18775 -4.96435
H 3.84202 1.54480 -4.52163
H 2.10629 1.80296 -4.81834
C 4.51068 2.46540 4.69907
N 3.99809 3.84582 4.48592
O 4.42514 4.74087 5.18127
O 3.15860 3.97820 3.61474
H 5.23499 2.49679 5.50476
H 3.64502 1.84902 4.93558
H 4.95020 2.14069 3.75877
C -0.69066 4.84220 0.83178
N -1.18559 3.82033 1.79631
O -0.80588 3.88575 2.93654
O -1.95038 2.97229 1.35222
H -0.02109 5.50679 1.36644
H -0.18782 4.30900 0.02936
H -1.56191 5.35710 0.43694
C -2.85190 -1.24626 -9.06784
N -2.41554 -0.03261 -8.31975
O -1.53388 -0.16484 -7.49234
O -2.96987 1.01163 -8.58638
H -2.26026 -2.07737 -8.70501
H -3.91157 -1.37750 -8.86593
H -2.69872 -1.04687 -10.12471

Summary:
HOMO, eV: -7.83

Atomic partial charges in e from the Löwdin method, atoms 1 to 8: number 1, O, carries -0.278; number 2, P, carries 0.043; number 3, O, carries -0.296; number 4, P, carries 0.584; number 5, S, carries 0.305; number 6, H, carries 0.016; number 7, H, carries 0.025; number 8, H, carries -0.048

***

A cluster of 2 separate species, H6N4O in total in a non-equilibrium geometry, computed with the ωB97M-V functional and the def2-TZVPD basis.

Positions of all 11 atoms, in Å:
H -2.19572 -0.28998 0.84775
N -2.36491 -0.72122 -0.01662
N -1.95045 -0.09808 -0.96610
O -1.15841 0.79846 -0.96202
H -2.16842 -0.52678 -1.90294
N 1.19437 -0.48619 0.54310
N 2.33006 0.40233 0.91477
H 1.73878 -1.07134 -0.12159
H 0.31666 -0.07752 0.04986
H 1.88319 1.07548 1.55392
H 2.37485 0.99485 0.05988

Summary:
HOMO, eV: -9.02
Energy relative to the best compared isomer or geometry (same formula, charge and spin), kJ/mol: 115.3

Atomic partial charges in e from the Löwdin method, atoms 1 to 8: number 1, H, carries 0.063; number 2, N, carries 0.144; number 3, N, carries -0.326; number 4, O, carries -0.047; number 5, H, carries 0.191; number 6, N, carries -0.137; number 7, N, carries -0.092; number 8, H, carries 0.057

***

A structure of composition C35H33N7O5P2Ti, computed with the ωB97M-V functional and the def2-TZVPD basis.

Positions of all 83 atoms, in Å:
Ti -0.52940 1.08776 1.01775
N -1.91592 -0.30671 1.96021
C -1.23421 -0.89905 3.12281
C -0.16171 0.05497 3.62016
O 0.58714 -0.23229 4.51808
N -0.11432 1.24165 2.89137
C 0.91505 2.21175 3.24522
C 1.56669 2.61815 1.93603
O 2.68502 2.94094 1.71734
O 0.63080 2.48957 0.92025
H -2.65792 0.32007 2.32481
H -2.35647 -1.01327 1.38137
H -0.74527 -1.83161 2.84235
H -1.92260 -1.11504 3.94120
H 1.64880 1.79833 3.93582
H 0.46587 3.09853 3.70176
O -1.05415 0.59154 -0.91804
P -0.37866 -0.18437 -2.06003
C 0.08276 -1.81065 -1.39681
P 1.19767 -1.62814 0.02180
O 0.75409 -0.38049 0.79643
C 1.05619 -3.06774 1.05129
C 1.67488 -2.99911 2.30465
C 1.60995 -4.08451 3.15902
C 0.95039 -5.24229 2.76192
C 0.34861 -5.31926 1.51435
C 0.39791 -4.23083 0.65551
C 2.86539 -1.41204 -0.53892
C 3.50578 -2.47483 -1.18003
C 4.80527 -2.31863 -1.62569
C 5.46738 -1.11336 -1.41752
C 4.83460 -0.06336 -0.76898
C 3.52756 -0.20594 -0.32823
C -1.46313 -0.43839 -3.44305
C -1.57470 0.57844 -4.39393
C -2.44878 0.43278 -5.45595
C -3.20245 -0.72689 -5.58116
C -3.08823 -1.74578 -4.64588
C -2.22180 -1.60193 -3.57430
C 1.10348 0.61608 -2.63661
C 1.88786 -0.04449 -3.58706
C 3.04968 0.54502 -4.04724
C 3.42431 1.80066 -3.57854
C 2.64111 2.46408 -2.64813
C 1.47911 1.87138 -2.17302
H 0.54690 -2.42656 -2.17042
H -0.83405 -2.30100 -1.05899
H 2.19143 -2.09961 2.62036
H 2.07612 -4.02943 4.13284
H 0.91053 -6.09193 3.43007
H -0.15609 -6.22516 1.20909
H -0.07292 -4.30733 -0.31686
H 3.00659 -3.42845 -1.31641
H 5.31003 -3.13727 -2.11975
H 6.48903 -0.99991 -1.75437
H 5.35828 0.86734 -0.59846
H 3.03671 0.61701 0.17584
H -0.96291 1.47022 -4.32060
H -2.53540 1.21634 -6.19588
H -3.87707 -0.84112 -6.41873
H -3.66978 -2.65033 -4.75457
H -2.14667 -2.40303 -2.85084
H 1.59527 -1.01239 -3.97958
H 3.66045 0.03341 -4.77835
H 4.33062 2.26175 -3.94754
H 2.93337 3.43943 -2.28404
H 0.89533 2.38792 -1.42572
N -3.11650 4.15833 -0.36214
C -2.19204 3.21279 -0.39545
N -2.19463 2.56088 0.76324
C -3.18619 3.18931 1.48301
N -3.76130 4.15781 0.81416
C -3.59098 2.92456 2.87563
C -4.10745 3.96845 3.64193
N -4.52044 3.77788 4.88585
C -4.42323 2.54685 5.36900
C -3.90515 1.50380 4.61222
N -3.48689 1.69127 3.36432
H -3.36571 4.82412 -1.07777
H -1.54747 3.02039 -1.23564
H -4.18398 4.96839 3.23564
H -4.76040 2.38044 6.38418
H -3.83703 0.50411 5.02232

Summary:
HOMO, eV: -14.40
Energy relative to the best compared isomer or geometry (same formula, charge and spin), kJ/mol: 17.5
Charge: +2

Atomic partial charges in e from the Löwdin method, atoms 1 to 8: number 1, Ti, carries 1.138; number 2, N, carries -0.028; number 3, C, carries -0.114; number 4, C, carries -0.490; number 5, O, carries 0.121; number 6, N, carries -0.078; number 7, C, carries -0.063; number 8, C, carries -0.488

***

A cluster of 2 separate species, C4H12 in total in a non-equilibrium geometry, computed with the ωB97M-V functional and the def2-TZVPD basis.

Positions of all 16 atoms, in Å:
C 2.19859 -0.56729 0.97198
C 0.95921 -0.41019 1.84498
H 3.02319 -0.93783 1.57367
H 2.00230 -1.29775 0.18642
H 2.57233 0.32047 0.45682
H 0.11717 -1.03175 1.52960
H 0.42211 0.54832 1.82173
H 1.19541 -0.57956 2.88862
C -1.84127 1.22126 -1.42307
C -1.38803 -0.22058 -1.43884
H -2.88098 1.38362 -1.69028
H -1.62095 1.63614 -0.42326
H -1.11111 1.91492 -1.84831
H -0.61081 -0.46729 -0.71155
H -0.86368 -0.54261 -2.34251
H -2.17349 -0.96989 -1.39599

Summary:
HOMO, eV: -11.07
Energy relative to the best compared isomer or geometry (same formula, charge and spin), kJ/mol: 64.2

Atomic partial charges in e from the Löwdin method, atoms 1 to 8: number 1, C, carries -0.168; number 2, C, carries -0.180; number 3, H, carries 0.056; number 4, H, carries 0.057; number 5, H, carries 0.062; number 6, H, carries 0.052; number 7, H, carries 0.060; number 8, H, carries 0.055

***

| no. | E_tot (eV) | LUMO energy (eV) |
| --- | --- | --- |
| 1 | -100284.7686 | -0.562 |
| 2 | -8100.7389 | 0.562 |
| 3 | -99186.4580 | -6.025 |
| 4 | -4341.8624 | 1.128 |